1.
Formula: C69H87BrFIN8O3S
Source: OMol25
Level of theory: ωB97M-V/def2-TZVPD

Positions of all 171 atoms, in Å:
C  -9.725  -1.867  2.050
H  1.231  2.472  -1.743
H  -10.386  -2.720  1.939
C  2.317  -2.467  8.199
C  4.715  6.086  -1.360
H  0.561  -6.645  6.365
O  1.453  2.844  1.259
C  -10.669  4.331  -2.308
C  -10.276  3.474  -3.326
N  1.872  -3.462  6.051
H  -0.841  -1.133  2.393
H  1.008  -4.132  7.794
C  -9.897  0.083  -7.474
C  -9.666  0.628  -8.729
H  10.046  1.923  -2.171
H  7.247  -2.404  -1.854
C  -1.551  -2.368  4.673
H  -8.794  2.017  -3.897
H  7.224  1.003  -5.266
C  3.247  7.942  -1.006
C  5.101  -2.054  -1.345
H  -3.933  -3.372  5.667
C  -0.611  -2.232  2.137
H  5.477  5.970  -3.372
C  2.697  1.193  -0.678
C  3.325  -0.265  -0.515
C  11.527  6.841  -4.406
H  -2.992  2.475  -3.222
C  -1.649  -3.411  5.925
H  4.967  -2.189  -0.211
C  -0.419  -9.376  4.902
C  -10.239  -0.579  2.080
C  1.713  1.433  -1.921
H  -9.646  -0.007  -9.608
O  0.155  0.558  0.725
H  12.960  3.321  -4.475
H  -1.277  -3.886  0.773
C  13.327  5.434  -4.321
H  -9.335  3.835  -7.731
C  4.847  6.510  -2.672
H  -6.475  -1.022  2.399
N  4.228  7.589  -3.176
C  -4.140  -6.546  5.995
H  4.057  -0.905  5.753
C  4.025  -0.924  -1.792
H  2.504  -1.000  -0.165
H  4.544  -0.206  -2.507
H  -3.550  0.685  -3.017
H  -4.822  1.968  -3.334
H  5.775  -4.134  -1.796
C  -8.354  -2.051  2.162
C  -0.960  -3.169  3.414
C  -5.462  1.967  -0.652
C  10.809  1.083  -3.998
C  6.558  -1.497  -1.763
H  6.566  -0.937  -2.760
C  4.863  -3.478  -2.052
H  1.684  -8.287  7.873
H  9.576  5.965  -4.627
H  -11.554  4.948  -2.421
H  -10.839  3.403  -4.248
C  9.805  1.549  -3.161
H  -1.192  2.540  -1.753
H  -11.303  -0.399  1.995
C  -1.490  -2.767  0.878
H  -2.582  -1.976  4.363
H  2.952  9.147  -2.768
C  -1.256  2.099  -0.690
H  5.128  1.977  -2.385
H  -10.093  0.558  -5.381
H  0.010  -11.411  5.445
H  -1.785  -3.902  3.071
C  8.236  1.041  -4.875
H  -9.278  2.454  -9.809
H  -3.398  -5.429  4.214
C  -9.914  0.936  -6.383
H  3.909  2.666  0.518
C  2.714  -2.566  5.512
N  9.188  0.586  -5.706
H  -6.847  2.167  1.264
H  -1.485  -2.759  6.869
H  -9.706  1.503  2.247
N  -8.023  0.327  2.334
H  4.120  -0.228  0.324
C  -5.777  2.145  0.847
H  3.226  -1.475  -2.420
C  -0.948  -2.008  -0.462
H  3.769  6.522  0.523
F  6.080  3.278  -1.030
C  0.467  -7.714  6.196
H  -3.268  -4.301  7.201
H  3.279  3.385  -1.042
C  -9.353  0.477  2.221
H  3.939  -4.032  -1.664
C  -9.916  4.389  -1.144
C  -3.119  -4.065  6.079
H  -7.918  -3.042  2.142
H  10.494  3.644  -4.677
C  -2.799  2.076  -0.294
O  2.370  0.724  1.960
Br  2.572  1.558  -3.698
H  7.683  1.887  -2.976
C  1.089  -8.625  7.034
C  -4.009  1.933  -1.241
N  -8.392  2.743  -2.017
C  -9.461  1.995  -8.845
H  0.516  -2.292  1.933
C  1.692  -3.396  7.382
H  -4.020  -6.575  7.134
C  -8.793  3.583  -1.049
H  -6.353  1.853  -1.373
H  3.691  -0.813  8.220
C  -3.804  1.790  -2.815
H  -0.767  2.900  -0.013
C  -7.552  -0.930  2.303
C  11.154  4.497  -4.570
H  11.200  0.246  -5.945
H  4.838  -3.409  -3.203
C  10.451  0.617  -5.253
H  -0.816  -1.548  4.970
S  1.581  1.399  0.841
H  -2.576  -2.515  1.117
N  12.857  6.691  -4.294
C  0.462  0.390  -1.843
H  -1.027  -9.629  4.039
H  2.840  -2.640  4.436
H  2.602  8.539  -0.373
C  3.388  -1.602  6.243
H  -2.371  -0.435  -1.405
C  -9.494  2.762  -7.692
H  -5.239  -6.335  5.763
C  -0.506  0.656  -0.566
C  3.442  8.281  -2.335
H  -1.128  -2.629  -1.401
C  3.721  2.427  -0.599
H  -3.873  -7.587  5.575
C  8.491  1.530  -3.603
C  -3.116  2.262  1.239
H  5.237  5.205  -1.009
H  14.404  5.342  -4.226
C  12.525  4.313  -4.457
H  -2.267  -0.475  0.423
H  1.398  -10.722  7.402
C  5.150  2.175  -1.260
H  -0.818  -4.208  5.843
H  0.196  -1.944  -0.309
C  -4.545  2.312  1.812
H  -10.194  5.046  -0.329
C  10.640  5.785  -4.543
H  11.174  7.867  -4.383
C  -1.629  -0.524  -0.540
H  -2.059  -5.931  5.441
N  -0.281  -8.062  5.137
C  3.898  6.820  -0.512
H  6.867  -0.755  -0.945
I  -0.658  0.346  -3.752
H  -10.060  -0.980  -7.347
C  -9.139  2.705  -3.132
H  0.960  -0.653  -1.815
H  -2.244  2.386  1.983
H  11.845  1.083  -3.683
C  3.182  -1.555  7.614
H  5.611  1.267  -0.713
N  -9.716  2.262  -6.466
C  0.158  -10.365  5.681
H  -4.712  2.478  2.926
H  -8.170  3.595  -0.161
H  2.132  -2.458  9.266
C  0.928  -9.977  6.768
H  -0.051  -3.830  3.678
C  -3.117  -5.501  5.320

HOMO level (hartree): -0.3013
LUMO level (eV): -0.25
Net charge: 0
DFT total energy (eV): -182712.608



2.
Formula: C10H11N3O
Source: OMol25
Level of theory: ωB97M-V/def2-TZVPD

Positions of all 25 atoms, in Å:
C  -3.157  -0.561  -0.132
C  -1.973  0.326  -0.045
N  3.537  -0.944  -0.250
H  1.432  -2.701  -0.228
O  -0.694  -2.593  0.245
H  -3.940  0.010  -0.775
H  -1.499  -2.713  0.685
H  0.037  1.917  -0.088
C  -2.297  1.770  0.061
N  3.984  1.592  0.135
C  0.401  0.901  -0.058
C  2.780  1.699  0.225
H  3.904  -1.958  -0.176
C  4.554  -0.166  -0.058
H  -3.466  -0.942  0.780
C  -0.604  -0.113  -0.106
C  -0.088  -1.443  0.038
C  1.773  0.640  -0.109
H  -1.448  2.320  0.613
H  2.274  2.625  0.640
H  -3.257  1.876  0.512
H  -3.055  -1.575  -0.627
H  -2.726  2.330  -0.833
C  2.213  -0.646  -0.241
N  1.312  -1.649  -0.207

HOMO level (hartree): -0.5867
LUMO level (eV): -10.59
Net charge: +2
DFT total energy (eV): -17042.247